Entry 1:
Below is a single CH6N2O6P2S molecule at a distorted geometry, with properties calculated with ωB97M-V/def2-TZVPD.

```
18
Properties=species:S:1:pos:R:3:nbo_charge:R:1
N -2.407 -2.199 -0.400 -1.3096
P -1.388 -0.925 -0.223 2.1918
O -1.022 -0.753 1.472 -0.9529
O -2.192 0.560 -0.751 -0.9520
N 0.030 -1.195 -1.273 -0.9063
S 0.850 -2.704 -0.944 0.2683
C 0.971 -0.011 -1.312 0.8529
O 2.109 -0.178 -2.035 -0.5206
O 0.753 1.307 -0.696 -0.8078
P 1.427 1.414 0.906 1.5512
O 3.127 1.785 0.852 -0.9948
O 0.627 2.784 1.703 -0.9869
H -3.330 -1.874 -0.799 0.3902
H -1.930 -0.557 1.899 0.5220
H -2.115 0.538 -1.759 0.5040
H 1.207 -2.798 0.427 0.1358
H 3.492 1.830 1.787 0.5096
H -0.243 2.992 1.229 0.5050
```

Summary:
LUMO = -0.69 eV
Charge = 0
Multiplicity = 1
SMILES string = N=P(O)(O)N(S)C(=O)OP(O)O
DFT total energy = -45810.494 eV
E_HOMO = -0.3396 Ha
Gap between HOMO and LUMO = 8.550 eV

Entry 2:
Below is a single C2H2O3S molecule at a distorted geometry, with properties calculated with ωB97M-V/def2-TZVPD.

```
8
Properties=species:S:1:pos:R:3:nbo_charge:R:1
O -2.010 0.685 -0.222 -0.5316
C -0.838 0.205 0.030 0.7037
O -0.482 -1.096 0.160 -0.7322
C 0.590 0.992 0.029 0.2698
O 0.505 2.216 0.102 -0.4797
S 2.014 -0.002 -0.133 0.0498
H -1.133 -1.876 -0.207 0.5340
H 1.352 -1.123 0.242 0.1863
```

Summary:
LUMO = -0.53 eV
Charge = 0
Multiplicity = 1
SMILES string = O=C(O)C(=O)S
DFT total energy = -19082.695 eV
E_HOMO = -0.3826 Ha
Energy relative to the best compared isomer or geometry (same formula, charge and spin) = 168.79 kJ/mol
Gap between HOMO and LUMO = 9.885 eV

Entry 3:
Below is a molecular structure, C45H43IN2O4P2Rb at a distorted geometry, with properties calculated with ωB97M-V/def2-TZVPD.

```
98
Properties=species:S:1:pos:R:3:mulliken_charge:R:1
Rb 12.634 8.370 13.876 0.6166
N 7.523 8.091 14.963 -0.4724
N 8.087 8.516 13.788 -0.1680
C 9.566 8.546 13.820 0.3367
O 10.120 9.050 12.864 -0.6531
O 10.087 7.915 14.793 -0.6710
H 6.722 7.531 14.742 0.2165
H 8.347 7.662 15.497 0.1149
H 7.644 9.353 13.478 0.3021
C 11.380 7.430 17.543 -1.0204
O 12.506 7.000 16.727 -0.0383
C 12.505 5.572 16.471 -0.6096
C 13.878 5.189 15.924 -0.5251
O 14.194 5.860 14.715 -0.0913
C 15.475 5.492 14.119 -0.8486
H 10.440 7.139 17.037 0.1972
H 11.517 8.667 17.748 -0.5961
H 11.459 7.000 18.517 0.4314
H 11.809 5.290 15.713 0.2530
H 12.297 5.015 17.413 0.3511
H 13.754 4.111 15.856 0.3746
H 14.657 5.363 16.707 0.3404
H 15.757 4.389 14.309 0.2733
H 16.213 6.046 14.693 0.3240
H 15.540 5.697 13.079 0.2603
C 8.055 13.157 13.575 -0.6674
C 7.316 13.109 14.766 -0.5099
C 7.508 12.058 15.695 -1.2386
C 8.762 11.293 15.605 0.9556
C 9.570 11.535 14.462 -0.7687
C 9.127 12.345 13.449 -0.6630
P 9.354 10.346 16.981 0.4859
C 8.566 11.116 18.409 0.2363
C 7.891 10.292 19.304 -0.5685
C 7.510 10.833 20.517 -0.4436
C 7.580 12.174 20.840 -0.5073
C 8.278 13.012 19.949 -0.6207
C 8.709 12.504 18.698 -0.0204
C 11.096 10.796 17.004 0.4667
C 11.682 12.027 16.760 0.6838
C 13.093 12.291 17.022 -0.9348
C 13.818 11.320 17.717 -0.5623
C 13.141 10.146 18.059 -0.3762
C 11.851 9.898 17.663 -0.4852
H 7.699 13.815 12.791 0.3909
H 6.467 13.802 14.895 0.3153
H 6.931 12.088 16.599 0.5862
H 10.572 11.101 14.503 0.6419
H 9.651 12.305 12.520 0.6332
H 7.669 9.273 19.090 0.4451
H 7.264 10.138 21.331 0.2809
H 7.188 12.643 21.723 0.3853
H 8.446 14.042 20.257 0.3650
H 9.086 13.218 17.887 0.1618
H 11.096 12.874 16.377 0.4304
H 13.625 13.240 16.789 0.3605
H 14.819 11.474 18.116 0.4036
H 13.708 9.425 18.673 0.3465
I 14.262 9.153 10.277 0.1612
C 16.353 9.244 9.826 -0.5861
C 16.816 8.149 9.103 -0.5344
C 17.920 8.261 8.287 -0.7070
C 18.663 9.466 8.346 -0.6025
C 18.294 10.517 9.183 0.5614
C 19.009 11.789 9.219 -0.6526
C 18.620 12.857 9.979 -1.1171
C 17.443 12.733 10.729 0.1086
C 16.918 11.478 10.966 0.1885
P 15.901 11.092 12.442 0.3229
C 16.755 11.891 13.814 0.7356
C 16.588 13.233 14.198 0.0843
C 17.413 13.764 15.245 -0.7219
C 18.383 12.971 15.829 -0.5591
C 18.591 11.651 15.365 -0.6217
C 17.771 11.096 14.398 -0.8207
C 14.494 12.168 12.136 0.8617
C 14.215 12.672 10.844 -0.2496
C 13.169 13.599 10.747 -0.6972
C 12.296 13.828 11.834 -0.6137
C 12.513 13.214 13.068 -0.7809
C 13.665 12.432 13.204 -1.0558
C 17.126 10.410 10.053 0.8652
H 16.255 7.242 9.266 0.4132
H 18.224 7.445 7.617 0.3592
H 19.567 9.521 7.718 0.3119
H 19.716 11.839 8.370 0.2820
H 19.175 13.796 10.028 0.3789
H 16.986 13.575 11.256 0.4383
H 15.874 13.941 13.733 0.2766
H 17.285 14.777 15.587 0.4249
H 18.987 13.300 16.671 0.3652
H 19.415 11.091 15.654 0.4817
H 17.962 10.089 14.098 0.3944
H 14.750 12.337 9.937 0.3357
H 13.036 14.180 9.816 0.3423
H 11.354 14.424 11.586 0.2721
H 11.893 13.298 13.921 0.5903
H 13.908 12.055 14.176 0.8579
```

Summary:
LUMO = 1.03 eV
Charge = -1
Multiplicity = 1
DFT total energy = -85860.650 eV
E_HOMO = -0.0580 Ha
Energy relative to the best compared isomer or geometry (same formula, charge and spin) = 212.28 kJ/mol
Gap between HOMO and LUMO = 2.611 eV

Entry 4:
Below is a molecular structure, C21H43O3P3Pb at a distorted geometry, with properties calculated with ωB97M-V/def2-TZVPD.

```
71
Properties=species:S:1:pos:R:3:mulliken_charge:R:1
P 2.958 -0.316 -0.133 0.5681
C 3.675 -0.567 1.518 -1.1737
H 4.770 -0.492 1.439 0.5754
H 3.385 -1.554 1.910 0.3138
H 3.292 0.206 2.202 0.3765
C 3.503 -1.812 -1.032 -1.2220
H 3.344 -1.704 -2.115 0.3499
H 2.908 -2.670 -0.684 0.3130
H 4.568 -1.985 -0.817 0.5050
C 4.033 0.966 -0.859 -1.0482
H 5.064 0.583 -0.875 0.4942
H 3.973 1.882 -0.254 0.3913
H 3.699 1.198 -1.882 0.2730
P -0.851 3.233 -0.544 0.6289
C -0.938 4.310 0.912 -1.0744
H -1.443 5.246 0.628 0.4822
H 0.077 4.513 1.284 0.4481
H -1.506 3.799 1.704 0.3288
C 0.095 4.242 -1.739 -1.1816
H 0.000 3.838 -2.758 0.2939
H 1.159 4.234 -1.464 0.3310
H -0.293 5.271 -1.704 0.5115
C -2.533 3.381 -1.241 -1.1857
H -2.723 4.442 -1.459 0.4940
H -3.273 3.004 -0.522 0.3851
H -2.616 2.792 -2.167 0.2456
P -2.290 -1.774 -0.103 0.5844
C -3.133 -2.079 1.476 -1.0341
H -3.687 -3.028 1.405 0.5684
H -3.821 -1.247 1.688 0.4829
H -2.395 -2.132 2.291 0.0951
C -3.682 -1.682 -1.281 -1.1172
H -4.385 -2.494 -1.045 0.5156
H -3.324 -1.773 -2.317 0.3171
H -4.179 -0.708 -1.171 0.3561
C -1.587 -3.410 -0.525 -1.0992
H -2.405 -4.144 -0.581 0.5248
H -0.859 -3.713 0.242 0.2911
H -1.061 -3.365 -1.492 0.2830
Pb -0.001 0.159 -1.486 1.6573
C 1.278 1.838 0.705 -0.2751
O 1.800 2.403 1.576 -0.1564
C -1.946 0.879 0.740 -0.2239
O -2.627 1.253 1.599 -0.1290
C -1.367 0.018 -3.614 -0.8041
C -0.708 -1.234 -3.466 -0.5910
C 0.713 -1.289 -3.417 -0.8737
C 1.472 -0.089 -3.523 -0.5531
C 0.815 1.160 -3.668 -0.7730
C -0.607 1.213 -3.710 -0.5746
H -2.463 0.061 -3.669 0.6409
H -1.292 -2.159 -3.408 0.9846
H 1.220 -2.256 -3.309 0.6822
H 2.568 -0.130 -3.512 0.9508
H 1.403 2.081 -3.768 0.6413
H -1.116 2.174 -3.849 0.9443
C -1.109 -0.537 4.295 -1.2063
C 0.078 -0.066 3.489 -0.3051
O 0.242 -0.774 2.237 0.2103
C 0.565 -2.181 2.319 0.0724
C 1.371 -2.593 3.527 -1.7980
H -2.050 -0.316 3.783 0.1526
H -1.122 0.003 5.245 0.4754
H -1.062 -1.608 4.514 0.3087
H -0.031 0.989 3.209 0.3073
H 1.009 -0.166 4.070 0.4455
H -0.377 -2.753 2.280 0.2588
H 1.104 -2.397 1.383 0.1097
H 0.740 -2.635 4.419 0.3687
H 1.757 -3.601 3.353 0.4442
H 2.224 -1.938 3.719 0.4168
```

Summary:
LUMO (alpha / beta) = -15.56 / -15.60 eV
Charge = +4
Multiplicity = 1
DFT total energy = -61685.230 eV
E_HOMO (alpha / beta) = -0.7398 / -0.7495 Ha
Energy relative to the best compared isomer or geometry (same formula, charge and spin) = 0.00 kJ/mol
Gap between HOMO and LUMO (alpha / beta) = 4.572 / 4.799 eV

Entry 5:
Below is a molecular structure, C42H40CdN3O6PS4, with properties calculated with ωB97M-V/def2-TZVPD.

```
97
Properties=species:S:1:pos:R:3:mulliken_charge:R:1
Cd -0.683 -0.115 -0.278 4.2184
O -2.793 5.899 -0.638 -0.6880
C -2.240 4.814 -0.588 0.3003
C -2.014 3.884 -1.740 0.1424
O -2.153 4.159 -2.928 -0.7772
C -1.597 2.616 -1.152 -0.1327
C -1.388 2.778 0.255 0.4000
O -1.017 1.834 1.004 -0.7230
C -1.678 4.162 0.638 0.0351
O -1.494 4.693 1.724 -0.7525
O -1.439 1.505 -1.754 -0.4864
C 3.083 -1.831 4.077 -1.4296
C 4.014 -0.686 3.789 0.9338
C 5.256 -0.639 4.411 -0.6998
C 6.169 0.370 4.146 -0.6489
C 5.836 1.363 3.239 -0.8410
C 4.600 1.339 2.613 -1.0525
C 3.663 0.338 2.883 0.6420
P 2.159 0.162 1.845 -0.0192
C 2.002 1.776 0.953 1.0793
C 1.999 1.568 -0.432 -1.6326
C 1.796 2.602 -1.331 -0.3880
C 1.640 3.889 -0.849 -0.7295
C 1.684 4.116 0.518 -0.9544
C 1.837 3.082 1.439 1.7634
C 1.761 3.430 2.897 -1.7520
C 0.804 0.152 3.083 1.0406
C 0.922 0.777 4.320 -0.5514
C -0.125 0.804 5.224 -0.7138
C -1.330 0.212 4.868 -0.9294
C -1.450 -0.449 3.665 -0.6859
C -0.385 -0.552 2.750 0.6736
C -0.550 -1.371 1.552 -1.9527
H 3.611 -2.641 4.582 0.4722
H 2.649 -2.213 3.149 0.2471
H 2.252 -1.510 4.705 0.2676
H 5.522 -1.429 5.108 0.3671
H 7.139 0.371 4.631 0.3458
H 6.541 2.155 3.012 0.4146
H 4.349 2.109 1.894 0.4327
H 2.176 0.565 -0.809 0.5560
H 1.737 2.399 -2.393 0.4380
H 1.456 4.715 -1.526 0.3941
H 1.561 5.126 0.892 0.2894
H 1.914 4.501 3.037 0.5674
H 2.503 2.891 3.484 0.1410
H 0.764 3.177 3.264 0.2965
H 1.863 1.238 4.594 0.4023
H -0.004 1.289 6.185 0.3992
H -2.173 0.254 5.550 0.3412
H -2.396 -0.911 3.400 0.3643
H -1.439 -1.998 1.600 0.3981
H 0.321 -1.968 1.288 0.4718
N -4.076 0.125 0.016 -0.8965
H -3.716 -0.729 -0.400 0.3211
H -3.920 0.865 -0.661 0.3629
H -3.485 0.344 0.812 0.2553
O -0.535 -2.135 -1.469 -1.8938
C -1.331 -2.767 -2.389 1.5679
C -2.780 -2.874 -1.912 0.0567
C -3.950 -2.627 -2.564 -0.2299
C -5.101 -2.899 -1.771 -0.5153
C -4.782 -3.348 -0.530 -0.5834
S -3.079 -3.442 -0.308 -0.1465
C -0.805 -4.211 -2.517 -0.6024
C -1.157 -5.324 -3.221 -0.4800
C -0.321 -6.437 -2.920 -0.7440
C 0.621 -6.134 -1.985 -0.7005
S 0.522 -4.493 -1.464 0.0334
C -1.343 -2.038 -3.735 -0.1694
C -1.491 -0.699 -3.922 -0.2081
C -1.415 -0.311 -5.285 -0.9138
C -1.211 -1.363 -6.121 -0.4089
S -1.108 -2.843 -5.249 -0.2242
H -3.996 -2.245 -3.573 0.5285
H -6.116 -2.756 -2.118 0.3469
H -5.447 -3.599 0.281 0.4064
H -1.972 -5.353 -3.930 0.5398
H -0.427 -7.407 -3.391 0.3772
H 1.374 -6.796 -1.583 0.4193
H -1.625 0.000 -3.106 0.3840
H -1.509 0.716 -5.615 0.4219
H -1.100 -1.370 -7.195 0.4156
C 5.976 -0.808 -3.292 -1.0456
N 4.602 -1.053 -2.909 -0.1253
C 3.433 -0.620 -3.446 0.2258
S 2.000 -1.288 -2.903 -0.3302
N 3.395 0.369 -4.371 -0.0951
C 4.454 1.002 -5.126 -0.9965
H 6.605 -1.453 -2.684 0.3457
H 6.281 0.223 -3.103 0.3050
H 6.162 -1.047 -4.343 0.3023
H 4.431 -1.751 -2.205 0.2412
H 2.451 0.530 -4.684 0.2208
H 5.243 1.376 -4.475 0.2777
H 4.026 1.852 -5.653 0.3616
H 4.902 0.334 -5.870 0.2973
```

Summary:
LUMO = 3.60 eV
Charge = -2
Multiplicity = 1
DFT total energy = -118154.090 eV
E_HOMO = -0.0627 Ha
Gap between HOMO and LUMO = 5.308 eV

Entry 6:
Below is a molecular structure, C19H19BrN6O2PPt, with properties calculated with ωB97M-V/def2-TZVPD.

```
49
Properties=species:S:1:pos:R:3:mulliken_spin:R:1
Pt 0.798 0.277 -1.265 1.5914
C 2.874 -0.905 3.728 0.0011
N 2.895 -0.729 2.281 0.0045
C 3.757 -1.370 1.427 0.0091
C 3.424 -0.978 0.166 -0.0019
N 2.385 -0.093 0.245 0.1207
C 2.066 0.023 1.526 -0.0081
P 0.655 0.998 2.137 0.0045
C 0.647 2.317 0.882 -0.0110
N 0.680 2.192 -0.445 0.0717
C 0.645 3.445 -0.977 -0.0054
C 0.590 4.349 0.044 0.0062
N 0.592 3.631 1.204 0.0014
C 0.541 4.205 2.548 0.0011
C -0.646 -0.061 1.422 -0.0181
N -0.849 -0.200 0.120 0.1325
C -1.882 -1.084 -0.038 -0.0095
C -2.316 -1.465 1.195 0.0048
N -1.534 -0.809 2.110 0.0031
C -1.634 -0.974 3.556 0.0019
H 3.896 -0.908 4.098 -0.0001
H 2.387 -1.844 3.985 0.0006
H 2.340 -0.076 4.185 -0.0001
H 4.518 -2.037 1.790 0.0010
H 3.861 -1.264 -0.774 0.0017
H 0.665 3.614 -2.039 -0.0009
H 0.552 5.424 0.043 0.0005
H 0.504 5.286 2.447 0.0001
H 1.431 3.929 3.108 -0.0001
H -0.349 3.864 3.069 -0.0002
H -2.249 -1.366 -1.011 0.0009
H -3.103 -2.131 1.501 0.0007
H -2.684 -1.015 3.832 -0.0002
H -1.176 -0.121 4.050 -0.0001
H -1.137 -1.891 3.865 0.0003
Br -4.585 -0.484 -5.905 0.0010
C -3.107 -1.033 -4.874 0.0022
C -2.241 -0.077 -4.366 0.0186
C -1.157 -0.497 -3.614 0.0246
C -0.925 -1.843 -3.347 -0.0018
C -1.813 -2.780 -3.872 -0.0054
C -2.899 -2.384 -4.633 0.0013
C 0.232 -2.364 -2.530 0.0059
O 0.310 -3.545 -2.283 0.0218
O 1.137 -1.510 -2.079 0.0424
H -2.408 0.972 -4.564 0.0007
H -0.471 0.253 -3.224 -0.0163
H -1.632 -3.828 -3.676 0.0004
H -3.582 -3.113 -5.045 0.0000
```

Summary:
LUMO (alpha / beta) = -2.79 / -3.97 eV
Charge = +1
Multiplicity = 3
DFT total energy = -115618.872 eV
E_HOMO (alpha / beta) = -0.3966 / -0.4053 Ha
Gap between HOMO and LUMO (alpha / beta) = 8.003 / 7.061 eV

> Among the records above, which one has the highest DFT total energy?

C2H2O3S

> What is the charge in the second record?

0